(i)
C3H5NO in the gas phase. Source: OMol25; level of theory: wB97M-V/def2-TZVPD.

Geometry (Å):
O1 -0.894 -1.731 0.035
C1 0.044 -0.811 -0.466
C2 0.197 -1.319 0.884
C3 0.208 1.608 -0.406
N1 -0.359 0.478 -0.761
H1 -0.113 -0.738 1.755
H2 0.956 -2.076 1.077
H3 0.907 1.584 0.420
H4 0.104 2.483 -1.033
H5 -1.050 0.522 -1.506

For the LUMO energy (alpha / beta), the calculation gives 0.0152 / 0.0262 hartree. Its net charge is 0. The value obtained for the HOMO-LUMO gap (alpha / beta) is 7.6 / 8.3 eV. The spin multiplicity is 1.

Atomic partial charges in e from the Mulliken method, atoms 1 to 5: O -0.383; C -0.074; C -0.285; C -0.432; N -0.063



(ii)
C3H5NO in the gas phase. Source: OMol25; level of theory: wB97M-V/def2-TZVPD.

Geometry (Å):
C1 -0.091 0.296 1.259
C2 0.495 -1.144 -0.478
N1 -0.101 -0.287 -1.349
C3 -0.658 0.776 -0.916
O1 -0.779 1.083 0.372
H1 -0.534 0.491 2.248
H2 0.979 0.449 1.270
H3 1.422 -0.941 0.024
H4 0.480 -2.172 -0.874
H5 -1.213 1.448 -1.556

For the LUMO energy (alpha / beta), the calculation gives 0.0203 / 0.0203 hartree. Its net charge is 0. The value obtained for the HOMO-LUMO gap (alpha / beta) is 9.0 / 9.0 eV. The spin multiplicity is 1.

Atomic partial charges in e from the Mulliken method, atoms 1 to 5: C -0.497; C -0.321; N -0.446; C 0.239; O -0.283



(iii)
C3H5NO in the gas phase. Source: OMol25; level of theory: wB97M-V/def2-TZVPD.

Geometry (Å):
N1 1.880 -0.322 -0.103
C1 0.500 -0.378 0.001
C2 -0.426 0.609 0.010
C3 -1.840 0.250 -0.058
O1 -2.237 -0.909 0.002
H1 2.424 -1.159 0.056
H2 2.307 0.560 0.264
H3 0.074 -1.371 -0.030
H4 -0.120 1.660 -0.016
H5 -2.562 1.059 -0.125

For the LUMO energy, the calculation gives 0.0295 hartree. Its net charge is 0. The value obtained for the HOMO-LUMO gap is 9.6 eV. The spin multiplicity is 1.

Atomic partial charges in e from the Mulliken method, atoms 1 to 5: N -0.455; C 0.112; C -0.532; C 0.011; O -0.552



(iv)
C3H5NO in the gas phase. Source: OMol25; level of theory: wB97M-V/def2-TZVPD.

Geometry (Å):
C1 1.065 0.746 0.113
N1 -0.145 0.208 0.656
C2 -0.441 -1.075 -0.009
C3 -1.484 -0.061 -0.041
O1 -2.504 0.465 -0.120
H1 1.938 0.073 -0.053
H2 0.851 1.310 -0.932
H3 1.333 1.594 0.879
H4 -0.611 -1.907 0.544
H5 -0.001 -1.353 -1.038

For the LUMO energy, the calculation gives 0.0322 hartree. Its net charge is 0. The value obtained for the HOMO-LUMO gap is 9.9 eV. The spin multiplicity is 1.

Atomic partial charges in e from the Mulliken method, atoms 1 to 5: C -0.669; N -0.249; C -0.454; C 0.452; O -0.375



Computed stability ranking, most favorable first: (iii), (iv), (ii), (i)



(i)
C3H5NO in the gas phase. Source: OMol25; level of theory: wB97M-V/def2-TZVPD.

Geometry (Å):
C1 -1.692 0.845 0.242
N1 -0.437 0.864 -0.189
C2 0.577 0.212 0.451
C3 1.136 -0.807 -0.474
O1 0.937 0.466 1.568
H1 -2.352 1.375 -0.426
H2 -1.969 0.007 0.910
H3 1.557 -1.757 0.039
H4 0.417 -1.017 -1.222
H5 1.826 -0.188 -0.900

For the LUMO energy, the calculation gives 0.0130 hartree. Its net charge is 0. The value obtained for the HOMO-LUMO gap is 10.2 eV. The spin multiplicity is 1.

Atomic partial charges in e from the Mulliken method, atoms 1 to 5: C -0.227; N -0.389; C 0.611; C -0.864; O -0.545



(ii)
C3H5NO as an isolated structure. Source: OMol25; level of theory: wB97M-V/def2-TZVPD.

Geometry (Å):
C1 -0.089 0.948 0.342
C2 0.560 -1.416 -0.614
C3 -0.439 -0.297 -0.231
N1 -0.717 2.032 0.440
O1 1.699 -1.223 -0.997
H1 0.959 0.908 0.564
H2 -0.066 -0.974 0.567
H3 -0.083 -2.265 -0.825
H4 -1.525 -0.426 -0.323
H5 -0.300 2.712 1.076

For the LUMO energy, the calculation gives 0.0059 hartree. Its net charge is 0. The value obtained for the HOMO-LUMO gap is 9.8 eV. The spin multiplicity is 1.

Atomic partial charges in e from the Mulliken method, atoms 1 to 5: C 0.031; C 0.053; C -0.451; N -0.627; O -0.494



Computed stability ranking, most favorable first: (i), (ii)



(i)
A 2-piece molecular cluster, C3H5NO overall. Source: OMol25; level of theory: wB97M-V/def2-TZVPD.

Geometry (Å):
O1 1.535 -0.098 1.222
C1 2.367 -0.235 0.292
C2 1.828 0.666 -0.590
C3 -2.362 0.076 -0.150
N1 -1.122 -0.115 -0.319
H1 3.301 -0.806 0.345
H2 0.946 0.386 -1.174
H3 -3.004 0.205 -1.026
H4 -2.859 0.125 0.826
H5 -0.630 -0.204 0.574

For the LUMO energy, the calculation gives -0.0131 hartree. Its net charge is 0. The value obtained for the HOMO-LUMO gap is 8.9 eV. The spin multiplicity is 1.

Atomic partial charges in e from the Mulliken method, atoms 1 to 5: O -0.466; C 0.249; C -0.391; C -0.268; N -0.441



(ii)
C3H5NO in the gas phase. Source: OMol25; level of theory: wB97M-V/def2-TZVPD.

Geometry (Å):
C1 0.571 -0.229 1.432
O1 0.588 0.323 0.103
C2 -0.577 0.079 -0.690
C3 -0.282 0.482 -2.116
N1 0.056 0.786 -3.142
H1 0.008 0.471 2.146
H2 1.555 -0.232 1.743
H3 0.264 -1.262 1.317
H4 -0.688 -1.019 -0.676
H5 -1.496 0.600 -0.117

For the LUMO energy, the calculation gives 0.0284 hartree. Its net charge is 0. The value obtained for the HOMO-LUMO gap is 11.4 eV. The spin multiplicity is 1.

Atomic partial charges in e from the Mulliken method, atoms 1 to 5: C -0.640; O -0.313; C -0.196; C 0.174; N -0.321



(iii)
C3H5NO in the gas phase. Source: OMol25; level of theory: wB97M-V/def2-TZVPD.

Geometry (Å):
O1 -1.228 1.514 -0.779
C1 -0.521 0.662 -1.266
N1 0.457 -0.032 -0.531
C2 0.498 0.291 0.874
C3 0.136 -1.080 0.460
H1 -0.494 0.448 -2.357
H2 -0.304 0.910 1.258
H3 1.496 0.534 1.217
H4 0.871 -1.881 0.543
H5 -0.910 -1.375 0.586

For the LUMO energy, the calculation gives 0.0375 hartree. Its net charge is 0. The value obtained for the HOMO-LUMO gap is 11.0 eV. The spin multiplicity is 1.

Atomic partial charges in e from the Mulliken method, atoms 1 to 5: O -0.492; C 0.164; N -0.322; C -0.355; C -0.311



(iv)
C3H5NO in the gas phase. Source: OMol25; level of theory: wB97M-V/def2-TZVPD.

Geometry (Å):
C1 -0.504 -0.756 -0.054
C2 -0.564 0.762 0.229
N1 0.743 1.268 -0.243
C3 1.638 0.473 -0.306
O1 0.758 -1.228 0.239
H1 -1.239 -1.249 0.598
H2 -0.802 -0.935 -1.103
H3 -1.375 1.286 -0.282
H4 -0.614 0.983 1.300
H5 1.948 -0.614 -0.388

For the LUMO energy (alpha / beta), the calculation gives 0.0227 / 0.0227 hartree. Its net charge is 0. The value obtained for the HOMO-LUMO gap (alpha / beta) is 10.3 / 10.3 eV. The spin multiplicity is 1.

Atomic partial charges in e from the Mulliken method, atoms 1 to 5: C -0.262; C -0.421; N -0.330; C 0.041; O -0.632



Computed stability ranking, most favorable first: (iii), (ii), (iv), (i)